The following is a DFT calculation (wB97M-V/def2-TZVPD) of one molecule with the formula C7H9N3O2.

Computed properties:
LUMO level, eV: 0.649
Frontier orbital gap, eV: 9.7045
SMILES string: NN(Cc1ccccc1)[N+](=O)[O-]
Multiplicity: 1
HOMO level, eV: -9.06

Structure (XYZ):
```
21
C7H9N3O2, DFT wB97M-V/def2-TZVPD
C 2.568 -0.365 0.850
C 2.330 0.860 0.225
C 1.733 -1.466 0.729
C 1.179 0.919 -0.581
C 0.666 -1.345 -0.154
C 0.314 -0.160 -0.693
C -0.952 -0.024 -1.387
N -1.764 1.747 0.347
N -2.001 0.421 -0.248
N -2.698 -0.478 0.495
O -2.554 -1.633 0.181
O -3.467 0.002 1.289
H 3.466 -0.463 1.498
H 3.207 1.524 0.308
H 2.017 -2.521 0.994
H 1.209 1.776 -1.217
H -0.068 -2.174 -0.375
H -1.186 0.828 -1.967
H -1.439 -0.960 -1.687
H -0.811 1.974 0.007
H -1.749 1.538 1.387
```

Charges per atom according to natural (NBO) partitioning, unit e: number 1, C, carries -0.194; number 2, C, carries -0.216; number 3, C, carries -0.214; number 4, C, carries -0.231; number 5, C, carries -0.176; number 6, C, carries -0.099; number 7, C, carries -0.230; number 8, N, carries -0.638; number 9, N, carries -0.120; number 10, N, carries 0.624; number 11, O, carries -0.441; number 12, O, carries -0.416; number 13, H, carries 0.213; number 14, H, carries 0.231; number 15, H, carries 0.230; number 16, H, carries 0.220; number 17, H, carries 0.233; number 18, H, carries 0.230; number 19, H, carries 0.257; number 20, H, carries 0.363; number 21, H, carries 0.376

=====

The following is a DFT calculation (wB97M-V/def2-TZVPD) of one molecule with the formula C7H9N3S.

Computed properties:
LUMO level, eV: 0.663
Frontier orbital gap, eV: 7.7088
SMILES string: CN1C=CN2NC(=S)CC=C12
Multiplicity: 1
HOMO level, eV: -7.05

Structure (XYZ):
```
20
C7H9N3S, DFT wB97M-V/def2-TZVPD
C -0.384 1.467 0.241
C 1.585 -1.499 -0.002
C 0.399 -2.009 0.104
C 0.283 0.323 0.099
C -2.537 0.156 0.081
C -1.805 1.280 0.699
C 2.599 0.616 -0.476
N -1.844 -1.023 -0.035
N 1.521 -0.132 -0.026
N -0.555 -1.042 0.330
S -4.104 0.244 -0.489
H -0.080 2.437 -0.192
H 2.587 -1.902 -0.165
H -0.024 -2.939 0.113
H -1.625 0.988 1.791
H -2.424 2.094 0.497
H 3.365 0.458 0.221
H 2.920 0.441 -1.601
H 2.258 1.616 -0.376
H -2.136 -1.573 -0.814
```

Charges per atom according to natural (NBO) partitioning, unit e: number 1, C, carries -0.403; number 2, C, carries -0.084; number 3, C, carries -0.075; number 4, C, carries 0.380; number 5, C, carries 0.147; number 6, C, carries -0.507; number 7, C, carries -0.388; number 8, N, carries -0.410; number 9, N, carries -0.417; number 10, N, carries -0.248; number 11, S, carries -0.181; number 12, H, carries 0.236; number 13, H, carries 0.227; number 14, H, carries 0.217; number 15, H, carries 0.232; number 16, H, carries 0.255; number 17, H, carries 0.207; number 18, H, carries 0.192; number 19, H, carries 0.216; number 20, H, carries 0.405

=====

The following is a DFT calculation (wB97M-V/def2-TZVPD) of C7H9NO as an isolated structure.

Computed properties:
LUMO level, eV: -0.683
Frontier orbital gap, eV: 9.2551
Multiplicity: 1
HOMO level, eV: -9.94

Structure (XYZ):
```
18
C7H9NO, DFT wB97M-V/def2-TZVPD
C -0.467 1.999 1.758
C -1.749 1.323 1.315
C -1.564 0.749 -0.036
C -0.498 -0.093 -0.388
C 1.371 -0.860 -1.024
C 0.953 -1.810 0.022
C -0.300 -1.413 0.342
H -1.176 2.938 2.645
H 0.341 1.080 2.556
H 0.174 2.574 0.609
H -2.039 0.750 2.247
H -2.464 2.307 1.002
H -1.457 1.643 -0.642
H -2.541 0.369 -0.648
H 1.626 -2.590 0.209
H -0.714 -1.982 1.200
N 0.367 0.160 -1.222
O 2.400 -0.946 -1.570
```

Charges per atom according to natural (NBO) partitioning, unit e: number 1, C, carries -0.626; number 2, C, carries -0.466; number 3, C, carries -0.494; number 4, C, carries 0.318; number 5, C, carries 0.625; number 6, C, carries -0.264; number 7, C, carries -0.258; number 8, H, carries 0.226; number 9, H, carries 0.225; number 10, H, carries 0.247; number 11, H, carries 0.233; number 12, H, carries 0.214; number 13, H, carries 0.239; number 14, H, carries 0.249; number 15, H, carries 0.234; number 16, H, carries 0.239; number 17, N, carries -0.473; number 18, O, carries -0.468

=====

The following is a DFT calculation (wB97M-V/def2-TZVPD) of C7H9NO as an isolated structure.

Computed properties:
LUMO level, eV: 0.866
Frontier orbital gap, eV: 8.6690
Multiplicity: 1
HOMO level, eV: -7.80

Structure (XYZ):
```
18
C7H9NO, DFT wB97M-V/def2-TZVPD
C 1.367 -0.254 1.527
C 0.348 -1.074 1.754
C -0.512 -1.171 -1.777
C -0.992 1.100 0.317
C 0.362 -0.414 0.465
C -0.359 2.267 1.002
C 0.692 -1.030 -0.912
N -0.564 -0.845 -2.983
O -1.960 0.874 -0.341
H 2.330 0.183 1.842
H -0.146 -1.515 2.538
H -1.324 -1.581 -1.178
H -0.905 2.919 1.607
H 0.181 2.883 0.247
H 0.423 1.691 1.606
H 0.894 -2.157 -0.703
H 1.548 -0.703 -1.513
H -1.382 -1.172 -3.495
```

Charges per atom according to natural (NBO) partitioning, unit e: number 1, C, carries -0.215; number 2, C, carries -0.171; number 3, C, carries 0.170; number 4, C, carries 0.622; number 5, C, carries -0.121; number 6, C, carries -0.749; number 7, C, carries -0.506; number 8, N, carries -0.643; number 9, O, carries -0.522; number 10, H, carries 0.245; number 11, H, carries 0.223; number 12, H, carries 0.144; number 13, H, carries 0.236; number 14, H, carries 0.258; number 15, H, carries 0.235; number 16, H, carries 0.215; number 17, H, carries 0.235; number 18, H, carries 0.343

=====

The following is a DFT calculation (wB97M-V/def2-TZVPD) of one molecule with the formula C7H9NO.

Computed properties:
LUMO level, eV: 0.888
Frontier orbital gap, eV: 9.7358
SMILES string: C=C[C@@]1(C)[C@@H]2C=NO[C@@H]21
Multiplicity: 1
HOMO level, eV: -8.85

Structure (XYZ):
```
18
C7H9NO, DFT wB97M-V/def2-TZVPD
C 0.353 1.710 -0.490
C -0.216 0.265 -0.344
C -1.748 0.128 -0.367
C -2.399 -0.980 -0.042
C 0.547 -1.054 -0.529
C 1.990 -0.081 0.766
C 0.597 -0.494 0.802
H -0.513 2.171 0.286
H 0.493 2.325 -1.520
H 1.422 1.918 0.162
H -2.377 1.084 -0.379
H -1.971 -1.939 0.317
H -3.443 -1.033 0.188
H 0.281 -1.984 -0.960
H 2.289 0.294 1.723
H 0.200 -0.941 1.773
N 2.685 -0.373 -0.228
O 1.810 -1.016 -1.155
```

Charges per atom according to natural (NBO) partitioning, unit e: number 1, C, carries -0.626; number 2, C, carries -0.107; number 3, C, carries -0.178; number 4, C, carries -0.405; number 5, C, carries 0.051; number 6, C, carries 0.000; number 7, C, carries -0.315; number 8, H, carries 0.217; number 9, H, carries 0.246; number 10, H, carries 0.231; number 11, H, carries 0.221; number 12, H, carries 0.191; number 13, H, carries 0.204; number 14, H, carries 0.241; number 15, H, carries 0.218; number 16, H, carries 0.246; number 17, N, carries -0.082; number 18, O, carries -0.351

=====

The following is a DFT calculation (wB97M-V/def2-TZVPD) of one molecule with the formula C7H9NO.

Computed properties:
LUMO level, eV: 0.946
Frontier orbital gap, eV: 10.3064
SMILES string: COCc1ccccn1
Multiplicity: 1
HOMO level, eV: -9.36

Structure (XYZ):
```
18
C7H9NO, DFT wB97M-V/def2-TZVPD
C 1.865 1.923 0.929
C 0.772 1.188 -0.941
C -0.217 -0.075 -0.603
C 0.156 -1.012 0.477
C -0.834 -1.977 0.689
C -1.928 -2.019 -0.095
C -2.074 -1.120 -1.094
H 2.003 2.893 0.745
H 1.181 1.883 1.641
H 2.710 2.006 1.576
H 1.024 0.959 -1.960
H -0.003 2.109 -0.881
H 1.021 -0.865 1.108
H -0.618 -2.760 1.475
H -2.740 -2.995 0.116
H -3.029 -1.065 -1.728
N -1.246 -0.139 -1.361
O 1.960 1.067 -0.093
```

Charges per atom according to natural (NBO) partitioning, unit e: number 1, C, carries -0.273; number 2, C, carries -0.115; number 3, C, carries 0.233; number 4, C, carries -0.262; number 5, C, carries -0.186; number 6, C, carries -0.266; number 7, C, carries 0.036; number 8, H, carries 0.167; number 9, H, carries 0.163; number 10, H, carries 0.187; number 11, H, carries 0.206; number 12, H, carries 0.209; number 13, H, carries 0.238; number 14, H, carries 0.219; number 15, H, carries 0.223; number 16, H, carries 0.194; number 17, N, carries -0.458; number 18, O, carries -0.514

=====

> Which value of HOMO level does entry 6 give?

-9.36 eV

=====

> Number 1 is which compound?

C7H9N3O2

=====

> Look up the frontier orbital gap of the second one.

7.7088 eV